one:
The following is a DFT calculation (ωB97M-V with the def2-TZVPD basis set) of C25H35BF6N10O3SbSiTi as an isolated structure.

Structure (ORCA input):
```
! wB97M-V def2-TZVPD RIJCOSX def2/J DEFGRID3
* xyz -1 1
Ti 0.61 0.65 0.13
N -0.49 -1.10 0.89
C -0.32 -1.32 2.34
C 0.77 -0.43 2.89
O 1.24 -0.63 3.99
N 1.17 0.54 2.01
C 2.23 1.42 2.46
C 3.13 1.69 1.26
O 4.31 1.98 1.38
O 2.50 1.60 0.13
H -1.48 -1.01 0.67
H -0.13 -1.88 0.33
H -0.07 -2.36 2.56
H -1.24 -1.08 2.86
H 2.80 0.98 3.27
H 1.81 2.37 2.81
C -2.22 2.53 -1.54
C -1.13 1.89 -2.33
C -0.81 2.21 -3.66
C 0.21 1.35 -4.00
N 0.49 0.58 -2.94
N -0.32 0.92 -1.89
B 1.02 -0.88 -3.02
N -0.18 -1.81 -2.73
C -1.34 -1.83 -3.42
C -2.18 -2.72 -2.81
C -1.44 -3.21 -1.72
C -1.86 -4.20 -0.67
N -0.24 -2.66 -1.68
N 2.14 -1.14 -2.01
C 3.21 -1.90 -2.25
C 3.85 -2.13 -1.06
C 3.10 -1.46 -0.10
C 3.43 -1.49 1.36
N 2.06 -0.84 -0.68
N 1.55 -1.19 -4.42
C 1.41 -2.35 -5.10
C 2.26 -2.31 -6.18
C 2.90 -1.06 -6.07
C 3.95 -0.46 -6.96
N 2.48 -0.40 -5.01
H -2.85 3.10 -2.21
H -1.80 3.20 -0.79
H -2.83 1.79 -1.03
H -1.27 2.96 -4.27
H 0.75 1.22 -4.92
H -1.47 -1.20 -4.29
H -3.19 -2.98 -3.10
H -2.61 -4.88 -1.07
H -2.30 -3.69 0.19
H -1.01 -4.78 -0.33
H 3.43 -2.23 -3.25
H 4.74 -2.71 -0.90
H 4.20 -2.25 1.52
H 2.58 -1.74 1.98
H 3.84 -0.54 1.70
H 0.73 -3.11 -4.76
H 2.39 -3.06 -6.94
H 3.71 -0.64 -8.01
H 4.93 -0.90 -6.76
H 4.01 0.61 -6.80
C 0.21 6.14 2.28
Si 0.09 5.65 0.48
C 1.40 6.55 -0.52
C -1.59 6.15 -0.18
C 0.32 3.86 0.35
C 0.48 2.65 0.26
H 0.02 7.21 2.41
H 1.20 5.91 2.68
H -0.53 5.58 2.86
H 1.29 7.63 -0.43
H 1.33 6.28 -1.57
H 2.40 6.27 -0.17
H -1.73 7.23 -0.11
H -2.39 5.66 0.39
H -1.71 5.86 -1.23
F -1.46 1.27 0.90
Sb -2.84 1.68 2.23
F -4.05 1.97 0.82
F -2.36 3.49 2.20
F -1.56 1.31 3.56
F -4.18 1.94 3.52
F -3.23 -0.18 2.12
*
```

Values from the calculation:
LUMO level	0.064	hartree
molecular weight	846.135	g mol⁻¹

Mulliken atomic charge list, values in e, 6 entries:
1. Ti -1.814
2. N -0.445
3. C -0.546
4. C 0.251
5. O -0.734
6. N 1.013

two:
The following is a DFT calculation (ωB97M-V with the def2-TZVPD basis set) of C25H35BF6N10O3SbSiTi as an isolated structure.

Structure (ORCA input):
```
! wB97M-V def2-TZVPD RIJCOSX def2/J DEFGRID3
* xyz -1 1
Ti -0.41 -0.05 1.53
N -3.26 0.77 -0.93
C -3.67 0.70 0.47
C -2.93 1.68 1.37
O -3.45 2.73 1.72
N -1.64 1.36 1.79
C -1.06 2.24 2.81
C 0.46 2.25 2.65
O 1.18 2.98 3.28
O 0.89 1.34 1.77
H -3.18 1.72 -1.25
H -2.35 0.33 -1.04
H -3.55 -0.32 0.83
H -4.72 0.97 0.54
H -1.28 1.85 3.81
H -1.44 3.25 2.74
C -0.43 3.61 -0.29
C -0.48 2.61 -1.40
C -1.17 2.71 -2.62
C -0.87 1.56 -3.30
N -0.04 0.83 -2.52
N 0.20 1.47 -1.34
B 0.74 -0.43 -2.87
N 0.14 -1.71 -2.37
C -1.17 -2.04 -2.34
C -1.27 -3.34 -1.91
C 0.07 -3.74 -1.70
C 0.58 -5.06 -1.22
N 0.91 -2.76 -1.98
N 2.20 -0.21 -2.19
C 3.09 0.59 -2.74
C 3.95 1.12 -1.78
C 3.52 0.61 -0.57
C 4.01 0.82 0.81
N 2.46 -0.20 -0.85
N 1.01 -0.52 -4.37
C 1.28 -1.67 -5.04
C 1.64 -1.34 -6.32
C 1.57 0.07 -6.36
C 1.83 0.98 -7.51
N 1.20 0.55 -5.18
H -0.33 4.62 -0.69
H 0.42 3.41 0.36
H -1.35 3.58 0.31
H -1.80 3.52 -2.96
H -1.14 1.22 -4.28
H -1.94 -1.33 -2.59
H -2.16 -3.90 -1.72
H 0.42 -5.84 -1.96
H 0.06 -5.37 -0.31
H 1.65 -5.00 -1.01
H 3.03 0.79 -3.80
H 4.77 1.79 -1.93
H 4.94 1.39 0.79
H 4.18 -0.14 1.31
H 3.25 1.36 1.39
H 1.18 -2.62 -4.54
H 1.90 -2.01 -7.12
H 2.33 0.45 -8.32
H 2.45 1.82 -7.21
H 0.90 1.39 -7.90
C 1.07 -4.33 2.63
Si 2.17 -2.85 2.42
C 3.84 -3.38 1.76
C 2.35 -1.92 4.01
C 1.63 -1.67 1.05
C 1.87 -0.97 0.09
H 1.55 -4.97 3.37
H 0.94 -4.91 1.71
H 0.10 -4.04 3.03
H 4.28 -4.14 2.41
H 4.54 -2.55 1.70
H 3.74 -3.82 0.76
H 3.06 -2.46 4.65
H 1.39 -1.87 4.53
H 2.72 -0.90 3.87
F -1.21 -0.99 0.26
Sb -2.69 -3.23 2.46
F -3.98 -2.89 0.96
F -2.68 -1.29 2.58
F -0.18 -0.73 3.13
F -4.22 -3.55 3.56
F -1.62 -3.11 4.18
*
```

Values from the calculation:
LUMO level	0.059	hartree
molecular weight	846.135	g mol⁻¹

Mulliken atomic charge list, values in e, 6 entries:
1. Ti 0.902
2. N -0.467
3. C -0.531
4. C 0.349
5. O -0.662
6. N 0.972

Most stable structure: one